Record 1
Computed, not measured: C42H51BrN6O8P2W as an isolated structure, with the ωB97M-V functional and the def2-TZVPD basis.

* total charge: +2
* total energy: -160143.01133 eV
* multiplicity: 3
* highest occupied orbital energy (spin up / spin down): -12.12 / -12.40 eV
* energy above the lowest of the compared OMol25 structures with the same formula, charge and spin: 15.4 kcal per mole

Geometry as XYZ:
```
111
Properties=species:S:1:pos:R:3:mulliken_spin:R:1
W -0.3658 -0.9468 0.4957 1.310
Br 4.2437 3.0119 5.3574 0.000
P -1.1560 0.8359 -2.3492 -0.002
P 1.7253 0.9495 -1.4891 -0.017
O -1.0597 -1.7995 2.1320 -0.004
O 3.0641 0.7497 -2.2442 0.000
O 1.2358 -0.3091 -0.8359 0.148
O -2.2490 1.9238 -2.5090 0.007
O -1.7673 -2.1316 -0.3787 0.087
O 1.9647 2.0342 -0.4022 0.015
O -1.2546 -0.2671 -3.4295 0.003
O -1.2878 0.3426 -0.9385 0.071
N -1.6146 2.3901 6.8652 0.001
N 1.5021 -0.9107 1.6922 0.048
N -2.3904 1.5687 6.3744 0.002
N -1.0600 0.7643 1.7058 0.032
N 0.5146 -2.8492 0.2273 -0.033
N -0.2439 -3.8437 -0.3310 0.009
C -2.2038 -1.4232 -3.4225 0.003
C 2.4677 3.4299 -0.4629 0.002
C -2.0382 -0.6358 5.4597 -0.013
C 1.9841 0.1167 2.3901 -0.004
C 2.4147 2.7926 5.7964 0.000
C -1.5067 3.0105 2.3678 -0.022
C -2.0874 4.2467 -3.1611 0.000
C 2.2708 -2.0108 1.5082 0.082
C -4.7232 -4.6038 -1.9150 0.001
C 3.1690 3.7459 -1.7639 0.000
C -0.2454 2.4714 6.4438 0.004
C 1.3101 4.3528 -0.1577 0.001
C 4.0480 -1.0082 2.7565 -0.002
C -2.1148 -5.5318 -1.6327 -0.003
C 1.9316 1.5260 6.0864 0.001
C -2.4576 -4.2562 -1.1848 -0.008
C -1.3519 0.3606 2.9846 -0.025
C -4.3767 -5.8689 -2.3707 0.000
C -1.7832 2.6260 3.6532 0.037
C 3.5462 -0.4548 -2.9659 0.001
C -1.3819 -2.6511 -3.7252 -0.001
C 2.5115 -0.9363 -3.9570 -0.001
C -3.0742 -6.3322 -2.2273 0.001
C -1.3397 -1.0333 3.1956 0.039
C 2.2764 -4.4782 0.7494 -0.001
C -1.1403 2.0501 1.4192 0.026
C 0.4817 1.5508 -2.6563 -0.003
C 1.6559 -3.1260 0.7662 0.064
C -1.6962 1.2629 4.0069 -0.002
C -2.5678 2.8799 -3.5936 -0.001
C 0.2637 3.7438 6.2177 -0.001
C -3.2848 -1.1471 -4.4388 0.000
C 0.5922 1.3630 6.4025 -0.001
C -1.7006 -1.5248 4.4236 0.035
C -1.4400 -3.3784 -0.5885 0.031
C 1.5938 3.9080 5.8655 0.000
C 3.9707 -1.5061 -1.9655 0.004
C 3.5461 -2.0843 2.0364 0.011
C -1.9890 0.7228 5.2882 0.021
C -2.0287 2.4493 -4.9385 0.000
C -3.7660 -3.7956 -1.3230 0.003
C 3.2556 0.1100 2.9387 0.011
H 2.9243 -1.7743 -4.5188 0.000
H 3.1822 3.4538 0.3584 0.000
H -2.8102 -7.3213 -2.5762 0.000
H 4.6701 -1.0893 -1.2407 0.000
H 5.0454 -1.0493 3.1734 0.000
H -2.4145 4.4694 -2.1462 0.000
H 2.5993 0.6753 6.0914 0.000
H -2.0962 3.3564 4.3852 0.000
H -0.9347 2.3284 0.3957 0.021
H 0.8599 4.1080 0.8031 0.000
H -3.6557 2.8588 -3.6051 0.000
H 1.6751 5.3788 -0.1086 0.000
H -2.0258 -3.5320 -3.7009 0.001
H 1.6241 -5.1809 0.2433 0.001
H -2.6189 -1.4749 -2.4155 0.000
H -2.3706 3.1634 -5.6875 0.000
H 4.1403 -2.9742 1.8872 0.001
H -2.5071 5.0017 -3.8257 0.000
H 0.5436 4.3105 -0.9354 0.000
H 2.2529 -0.1585 -4.6761 0.000
H 3.1061 -1.9164 -1.4428 -0.005
H 1.3326 0.9722 2.5109 0.008
H -3.8658 -0.2624 -4.1762 0.000
H -2.3343 -1.0261 6.4251 0.000
H -0.3858 4.6025 6.3356 0.000
H -3.9661 -1.9979 -4.4690 0.000
H 1.6084 -1.2872 -3.4515 0.000
H -1.5873 4.0461 2.0685 0.001
H 3.9974 3.0680 -1.9538 0.000
H -5.7418 -4.2526 -2.0121 0.000
H 0.7845 1.2813 -3.6679 0.000
H -0.9994 4.3279 -3.2211 0.000
H -1.7420 -2.5943 4.5801 0.001
H -0.9365 2.4550 -4.9578 0.000
H -5.1250 -6.5000 -2.8315 0.000
H -2.8566 -1.0188 -5.4337 0.000
H 3.2391 -4.4489 0.2332 0.003
H 4.4157 -0.0634 -3.4892 0.000
H -2.3848 1.4629 -5.2242 0.000
H 4.4720 -2.3150 -2.4976 0.000
H 3.6033 0.9676 3.4976 0.001
H 2.4578 -4.8223 1.7692 0.005
H 1.9965 4.8944 5.6825 0.000
H -1.0990 -5.8825 -1.5143 -0.001
H 0.2133 0.3801 6.6504 0.001
H -4.0293 -2.8146 -0.9501 -0.006
H -0.5929 -2.7895 -2.9831 0.004
H 0.4306 2.6380 -2.5977 -0.002
H 3.5648 4.7590 -1.6983 0.000
H -0.9341 -2.5749 -4.7171 0.000
H 2.4825 3.7163 -2.6136 0.000
```

=====

Record 2
Computed, not measured: a 2-piece molecular cluster, C17H19NO overall at a distorted geometry, with the ωB97M-V functional and the def2-TZVPD basis.

* total energy: -21474.75268 eV
* multiplicity: 1
* highest occupied orbital energy: -7.72 eV
* energy above the lowest of the compared OMol25 structures with the same formula, charge and spin: 34.2 kcal per mole

Geometry as XYZ:
```
38
Properties=species:S:1:pos:R:3:nbo_charge:R:1
O -2.5965 3.2640 2.2933 -0.666
N -1.3759 -0.8729 -1.4027 -0.541
C 0.3012 -1.8743 -2.4737 -0.080
C 1.2288 -2.9255 -3.0246 -0.625
C -2.3233 0.9294 2.5862 -0.259
C -0.7418 -2.0642 -1.6263 -0.034
C -0.6985 0.1315 -2.0270 0.207
C 0.6302 -1.4219 2.3276 -0.419
C -1.7693 2.1808 2.3765 0.282
C 0.0444 2.3546 -2.4866 -0.218
C -0.3789 2.2931 2.3726 -0.262
C -0.8127 1.4853 -1.8416 -0.265
C -1.5624 -0.2263 2.6351 -0.206
C 0.3907 1.1399 2.3271 -0.211
C 1.1798 0.4213 -3.4406 -0.189
C -0.1659 -0.1170 2.5281 -0.021
C 0.3700 -0.4774 -2.7498 -0.122
C 2.0818 -1.3434 2.8161 -0.601
C 1.0263 1.7883 -3.3044 -0.242
H 1.7214 2.4269 -3.8287 0.208
H 1.9116 0.0830 -4.1592 0.207
H -2.2272 -0.6958 -0.9011 0.413
H 1.4590 1.2734 2.2292 0.213
H -3.3982 0.8926 2.7563 0.218
H -1.5362 1.9163 -1.1604 0.212
H 1.1197 -2.8451 -4.1120 0.215
H 2.7121 -2.1071 2.3616 0.211
H 2.5094 -0.3768 2.5838 0.200
H -0.1189 3.4157 -2.3694 0.213
H -2.0078 -1.1901 2.8431 0.213
H -0.9786 -2.9453 -1.0694 0.212
H 0.9283 -3.9399 -2.7891 0.217
H -2.0617 4.0607 2.2722 0.477
H 2.2527 -2.7187 -2.7681 0.215
H 0.1413 -2.2672 2.8002 0.207
H 2.1576 -1.4651 3.8991 0.206
H -0.0039 3.3086 2.2817 0.201
H 0.5916 -1.4913 1.2450 0.218
```

=====

Record 3
Computed, not measured: a 2-piece molecular cluster, C10H16 overall at a distorted geometry, with the ωB97M-V functional and the def2-TZVPD basis.

* total charge: -1
* total energy: -10625.21971 eV
* multiplicity: 2
* highest occupied orbital energy (spin up / spin down): 0.93 / -3.17 eV
* energy above the lowest of the compared OMol25 structures with the same formula, charge and spin: 71.3 kcal per mole

Geometry as XYZ:
```
26
Properties=species:S:1:pos:R:3:nbo_charge:R:1
C 0.7917 -1.0584 2.7503 -0.438
C 1.5175 0.2395 -2.2353 -0.304
C -1.1588 0.7760 -1.7378 -0.101
C 1.7162 -0.0023 2.6594 -0.601
C -0.6585 -0.7013 2.6436 -0.616
C 0.7143 0.5409 -3.3376 -0.260
C 1.1484 0.4607 -0.9740 -0.421
C -0.6142 0.6842 -3.1456 -0.415
C -0.2585 0.4869 -0.7327 -0.213
C -2.5726 0.5490 -1.6466 -0.617
H 1.1363 0.3521 -4.2321 0.168
H 1.3933 0.9150 3.1045 0.195
H 2.0666 0.1238 1.5585 0.226
H -3.1173 0.6174 -0.6534 0.171
H 2.6916 -0.1865 3.1492 0.190
H -1.2829 0.9487 -3.9567 0.158
H -3.1073 1.0713 -2.2486 0.185
H 1.7721 0.4727 -0.0598 0.160
H -2.7146 -0.5165 -1.7512 0.180
H 1.0753 -1.6597 3.5921 0.187
H 2.3951 -0.2204 -2.5667 0.167
H 1.0963 -1.8280 2.0053 0.201
H -0.9471 0.2969 2.6371 0.215
H -1.0704 -1.1323 1.6857 0.223
H -1.3006 -1.3437 3.3345 0.193
H -0.7121 0.1139 0.1579 0.168
```

=====

Record 4
Computed, not measured: a 4-piece molecular cluster, C30H59Cl2NO16P3 overall at a distorted geometry, with the ωB97M-V functional and the def2-TZVPD basis.

* total charge: +1
* total energy: -119214.02004 eV
* multiplicity: 1
* highest occupied orbital energy: -11.20 eV
* energy above the lowest of the compared OMol25 structures with the same formula, charge and spin: 0.0 kcal per mole

Geometry as XYZ:
```
111
Properties=species:S:1:pos:R:3:mulliken_charge:R:1
Cl -0.5954 1.8286 2.3680 -0.073
Cl -0.4436 0.8743 -1.9281 -0.171
P -7.2293 -6.8540 2.7280 1.088
P 3.5199 4.1966 -3.2355 1.058
P 5.6201 0.3303 1.8475 1.090
O -1.6589 6.7329 -2.7680 -0.404
O -6.5864 -8.3386 2.3744 -0.338
O 6.8814 -0.2866 2.7447 -0.455
O -5.6259 -6.2924 2.5344 -0.357
O -8.6537 -7.3365 3.0267 -0.749
O 3.5185 5.7296 -3.2603 -0.764
O -7.5666 -6.3822 1.1635 -0.441
O -3.7711 -2.6909 -0.2985 -0.508
O 4.7349 -1.0689 1.7689 -0.327
O 3.5290 2.4957 -3.0599 -0.242
O 1.9114 3.9912 -3.5795 -0.382
O -3.2927 7.7073 -1.5080 -0.417
O 6.3482 0.1378 0.5078 -0.704
O 4.7596 0.5922 3.3021 -0.278
O -5.3972 -1.4274 0.6789 -0.386
O 4.1010 4.0285 -4.7880 -0.395
N -2.8681 2.1896 -0.2563 0.497
C -8.7212 -5.6046 0.8690 -0.411
C -4.0493 4.2556 -1.4383 -0.806
C -3.5934 -0.2364 -0.8993 -0.118
C 6.5337 4.2100 -4.7586 -0.941
C 8.2189 0.1513 2.5229 -0.342
C 4.4288 1.5861 -3.6655 -0.153
C -3.0488 0.7861 0.2185 -0.730
C -2.5409 6.5721 -1.8856 0.340
C 5.6081 1.3098 -2.7566 -0.696
C -5.2035 -5.2081 1.7306 -0.108
C -1.5113 4.3897 -0.6456 -0.719
C -8.5169 -4.1368 1.1910 -0.775
C -4.2364 -1.5278 -0.1533 0.434
C 0.5480 -0.3068 0.4673 -0.950
C 5.3729 2.4098 4.7684 -1.144
C 0.6917 5.8735 -4.4845 -1.253
C 5.4023 -2.7387 0.1567 -1.292
C 0.9618 5.0009 -3.2725 0.125
C -4.0395 2.8147 -0.8735 0.047
C 0.3848 1.1047 -0.2736 0.236
C -7.1558 -9.5274 2.9057 -0.311
C -8.1150 -10.1495 1.9075 -1.037
C -2.7372 5.0900 -1.3371 0.299
C -5.1588 -3.9245 2.5332 -0.524
C 8.4980 1.4873 3.1829 -0.931
C 5.2177 4.7911 -5.2369 -0.347
C -0.3021 2.2721 0.6041 -0.343
C 4.4034 -1.6549 0.5178 0.282
C -1.6155 2.9181 -0.1015 0.599
C 5.3137 0.9098 4.5651 -0.083
H -9.6077 -5.9822 1.3818 0.328
H 5.3648 -3.5498 0.8894 0.331
H -9.4064 -3.5568 0.9330 0.446
H -7.5799 -10.4494 1.0018 0.279
H 0.2482 5.2796 -5.2889 0.304
H -2.1269 0.3139 0.6919 -0.072
H 6.4279 -2.3645 0.1609 0.281
H 4.3296 -0.8962 -0.2659 -0.049
H 5.9321 2.8965 3.9673 0.262
H 3.8751 0.6522 -3.8082 0.372
H -3.8822 7.4669 -0.7513 0.359
H 8.8767 -0.6059 2.9574 0.331
H 6.6576 3.1796 -5.1042 0.240
H -4.8742 -3.0858 1.8949 -0.219
H 5.1398 5.8389 -4.9417 0.306
H 8.3256 1.4366 4.2619 0.243
H 5.1955 4.7727 -6.3297 0.327
H 1.0685 -0.2439 1.4913 0.363
H 5.8418 2.6476 5.7268 0.355
H -3.8507 0.8295 1.0551 0.368
H -8.9114 -5.7119 -0.2023 0.329
H 0.0343 4.4972 -2.9819 0.133
H -4.4303 -4.0073 3.3441 0.371
H 6.2777 0.4397 4.7485 0.234
H 5.1862 -3.1515 -0.8314 0.377
H -0.5249 4.9773 -0.5308 0.250
H -8.3102 -3.9949 2.2549 0.177
H 0.0072 6.6829 -4.2314 0.365
H 4.3665 2.8357 4.7593 0.341
H 6.3198 0.6408 -3.2473 0.417
H 0.4591 3.1430 0.6313 0.401
H 7.3749 4.7958 -5.1359 0.422
H 8.4600 0.1995 1.4595 0.277
H -6.1253 -3.7108 2.9942 0.220
H 1.2833 5.5943 -2.4117 0.283
H 6.5833 4.2006 -3.6666 0.194
H -5.7824 -5.0917 0.8164 0.241
H 9.5350 1.7896 3.0209 0.411
H 6.1198 2.2328 -2.4779 0.139
H 4.7473 1.8854 -4.6620 0.257
H 1.6077 6.3074 -4.8902 0.332
H -4.1874 -5.4462 1.4004 0.383
H -5.5432 -0.4946 0.9559 0.301
H 3.4101 -2.1023 0.6196 0.286
H -7.6711 -3.7253 0.6318 0.096
H -4.9915 4.6843 -1.9264 0.405
H 1.2636 -0.9349 -0.1937 0.259
H 7.8455 2.2665 2.7800 0.183
H -4.4205 0.1756 -1.5698 0.420
H -2.6831 -0.6354 -1.4820 0.147
H -5.0047 2.1971 -0.9599 0.357
H -8.8876 -9.4452 1.5921 0.270
H -7.6398 -9.3373 3.8665 0.328
H 5.2741 0.8389 -1.8291 -0.038
H -0.4277 -0.9299 0.5067 0.216
H 1.4560 1.4513 -0.5414 0.313
H -6.3356 -10.2246 3.0974 0.336
H -8.6001 -11.0306 2.3336 0.368
H 4.6378 0.4846 5.3140 0.351
```